(1)
Computed, not measured: a molecular structure, C41H61Cl2GeN3O2Si3W at a distorted geometry, with the ωB97M-V functional and the def2-TZVPD basis.

The LUMO energy (alpha / beta) is -10.313 / -10.285 eV. As for the HOMO-LUMO gap (alpha / beta): 3.3 / 3.4 eV. As for the total charge: +3. As for the expectation value of S²: 0.773. The calculation puts the energy above the lowest of the compared OMol25 structures with the same formula, charge and spin at 390.9 kJ/mol. The spin multiplicity is 2.

Each line ends with the Mulliken spin population.
Positions of all 114 atoms, in Å:
W: 0.526 0.325 0.227  0.825
C: -2.920 -4.534 -3.658  0.000
C: -3.645 -3.645 -2.635  0.000
C: -4.219 -4.507 -1.499  0.000
C: -4.800 -2.934 -3.341  0.000
C: -2.637 -2.685 -2.059  -0.004
C: -1.451 -3.192 -1.455  0.004
C: -0.518 -2.352 -0.940  0.001
N: -0.628 -0.982 -0.953  0.018
C: -1.799 -0.465 -1.526  0.006
C: -2.777 -1.315 -2.074  -0.004
C: -1.879 0.960 -1.486  0.007
C: -2.882 1.720 -2.110  0.006
C: -2.860 3.098 -2.129  0.000
C: -1.742 3.712 -1.500  0.001
C: -0.796 2.958 -0.879  -0.005
N: -0.816 1.583 -0.793  0.021
C: -3.948 3.880 -2.823  0.000
C: -3.761 5.392 -2.684  0.000
C: -5.307 3.502 -2.212  0.000
C: -3.921 3.512 -4.317  0.000
H: -3.636 -5.198 -4.132  0.000
H: -2.150 -5.146 -3.198  0.000
H: -2.462 -3.921 -4.432  0.000
H: -4.939 -5.206 -1.914  0.000
H: -4.732 -3.887 -0.767  0.000
H: -3.449 -5.080 -0.991  0.000
H: -5.463 -3.679 -3.768  0.000
H: -4.443 -2.309 -4.157  0.000
H: -5.386 -2.333 -2.649  0.000
H: -1.290 -4.255 -1.402  0.001
H: 0.397 -2.726 -0.479  -0.002
H: -3.656 -0.866 -2.505  0.000
H: -3.678 1.192 -2.606  0.001
H: -1.634 4.782 -1.510  0.001
H: 0.060 3.435 -0.402  0.007
H: -3.765 5.697 -1.640  0.000
H: -4.586 5.899 -3.175  0.000
H: -2.842 5.730 -3.157  0.000
H: -5.329 3.747 -1.152  0.000
H: -5.532 2.446 -2.331  0.000
H: -6.089 4.068 -2.709  0.000
H: -2.951 3.744 -4.751  0.000
H: -4.677 4.088 -4.842  0.000
H: -4.129 2.457 -4.478  0.000
C: 1.054 2.790 2.303  0.039
Si: -0.541 1.982 3.025  -0.010
C: -0.287 2.082 4.914  -0.006
C: -2.053 2.989 2.432  -0.006
Ge: -0.926 -0.272 1.995  -0.102
Si: -2.688 -1.355 3.510  -0.004
C: -2.418 -3.206 3.139  -0.001
C: -2.577 -0.800 5.323  -0.002
C: -4.235 -0.694 2.616  -0.003
Si: 1.598 -1.116 2.462  -0.030
C: 1.969 -2.888 1.826  0.000
C: 1.384 -1.293 4.350  -0.011
C: 3.167 0.000 2.195  0.051
H: 0.956 3.872 2.332  0.001
H: 1.277 2.530 1.258  -0.011
H: 1.924 2.560 2.912  0.007
H: -0.372 3.115 5.242  -0.001
H: 0.700 1.743 5.218  0.000
H: -1.019 1.512 5.473  0.001
H: -1.894 4.058 2.537  0.000
H: -2.930 2.746 3.022  -0.001
H: -2.291 2.783 1.389  0.001
H: -1.536 -3.604 3.630  0.000
H: -2.320 -3.370 2.068  0.000
H: -3.265 -3.792 3.483  0.000
H: -1.594 -0.944 5.758  0.000
H: -3.276 -1.380 5.919  0.000
H: -2.861 0.242 5.432  0.000
H: -4.119 -0.767 1.538  0.002
H: -4.433 0.343 2.865  0.000
H: -5.119 -1.259 2.891  0.000
H: 1.105 -3.547 1.884  0.000
H: 2.738 -3.332 2.456  -0.001
H: 2.346 -2.897 0.804  0.000
H: 0.625 -2.030 4.584  0.001
H: 1.103 -0.373 4.847  0.002
H: 2.313 -1.635 4.795  -0.001
H: 3.063 0.800 1.450  -0.010
H: 3.985 -0.638 1.861  0.001
H: 3.498 0.463 3.122  0.005
Cl: 8.238 2.362 -1.250  0.000
C: 7.782 0.814 -0.647  0.000
C: 8.247 0.385 0.583  0.000
C: 7.890 -0.870 1.051  0.000
C: 7.089 -1.705 0.284  0.000
C: 6.596 -1.281 -0.937  0.003
Cl: 5.711 -2.406 -1.915  0.000
C: 6.908 0.008 -1.428  -0.001
N: 6.504 0.484 -2.641  0.000
C: 5.388 0.181 -3.400  -0.001
C: 5.557 0.075 -4.790  -0.001
C: 4.494 -0.229 -5.611  0.001
C: 3.226 -0.395 -5.066  0.003
C: 3.041 -0.230 -3.702  0.024
C: 4.093 0.058 -2.849  -0.002
C: 3.840 0.310 -1.382  0.011
C: 2.378 0.310 -0.986  0.189
O: 1.882 1.425 -0.353  -0.010
O: 1.908 -0.773 -0.288  -0.027
H: 8.894 1.025 1.164  0.000
H: 8.254 -1.212 2.005  0.000
H: 6.870 -2.705 0.622  0.000
H: 7.171 1.121 -3.069  0.000
H: 6.546 0.199 -5.204  0.000
H: 4.646 -0.346 -6.671  0.000
H: 2.392 -0.638 -5.707  0.000
H: 2.047 -0.325 -3.266  0.006
H: 4.267 1.282 -1.108  0.004
H: 4.328 -0.476 -0.791  0.008



(2)
Computed, not measured: a molecular structure, C5H6O2, with the ωB97M-V functional and the def2-TZVPD basis.

The LUMO energy is -0.493 eV. As for the HOMO-LUMO gap: 10.1 eV. The calculation puts the energy above the lowest of the compared OMol25 structures with the same formula, charge and spin at 529.1 kJ/mol. The spin multiplicity is 1.

Each line ends with the natural charge from an NBO analysis.
Positions of all 13 atoms, in Å:
C: -1.955 -0.406 -0.240  -0.624
C: -0.755 -0.089 0.618  0.095
O: 0.211 -1.245 0.450  -0.479
C: 1.379 -0.722 0.024  0.700
O: 2.396 -1.293 -0.227  -0.534
C: 0.940 0.674 -0.004  -0.013
C: -0.122 1.288 0.262  -0.138
H: -2.346 -1.390 0.030  0.229
H: -2.724 0.355 -0.089  0.234
H: -1.668 -0.415 -1.296  0.225
H: -0.979 -0.083 1.686  0.223
H: 2.764 1.706 -0.285  0.040
H: 2.579 1.594 -1.001  0.041



(3)
Computed, not measured: a molecular structure, C14H9N2O15P2SV at a distorted geometry, with the ωB97M-V functional and the def2-TZVPD basis.

The LUMO energy (alpha / beta) is 3.621 / 4.056 eV. As for the HOMO-LUMO gap (alpha / beta): 3.9 / 7.6 eV. As for the total charge: -2. As for the expectation value of S²: 2.038. The spin multiplicity is 3.

Each line ends with the Mulliken spin population.
Positions of all 44 atoms, in Å:
V: 1.349 -0.024 -1.388  1.047
O: 1.652 -0.801 -5.003  0.000
P: 0.829 0.246 -4.091  -0.003
O: -0.236 0.900 -4.853  -0.001
O: 0.422 -0.511 -2.816  -0.023
O: 1.998 1.269 -3.649  0.007
P: 3.406 0.674 -2.986  -0.004
O: 4.301 0.381 -4.294  0.001
O: 3.990 1.751 -2.174  0.003
O: 3.043 -0.659 -2.389  0.014
H: 1.019 -1.196 -5.619  0.000
H: 4.809 1.187 -4.472  0.000
O: 3.188 0.949 1.851  -0.002
C: 2.689 0.099 1.163  -0.008
O: 2.218 0.325 -0.056  -0.052
C: 2.576 -1.329 1.586  0.013
C: 3.148 -1.653 2.817  -0.004
C: 3.111 -2.937 3.316  0.011
C: 2.500 -3.937 2.565  -0.005
C: 1.927 -3.635 1.350  0.008
C: 1.928 -2.327 0.840  0.000
S: 1.038 -2.139 -0.657  -0.012
H: 3.615 -0.850 3.372  0.000
H: 3.544 -3.162 4.283  0.001
H: 2.462 -4.954 2.938  0.000
H: 1.434 -4.395 0.756  0.001
O: -0.234 -0.241 1.304  0.007
C: -0.789 0.450 0.463  -0.016
O: -0.261 0.777 -0.688  0.003
C: -2.167 1.004 0.728  -0.090
C: -2.803 0.660 1.912  0.149
C: -4.104 1.150 2.170  0.009
C: -4.737 1.974 1.240  0.087
C: -4.080 2.304 0.070  -0.046
C: -2.789 1.824 -0.210  0.206
N: -4.743 3.168 -0.873  0.000
O: -5.891 3.535 -0.645  0.002
O: -4.139 3.502 -1.880  -0.012
N: -4.771 0.819 3.355  0.196
O: -4.187 0.057 4.179  0.214
O: -5.932 1.291 3.559  0.205
H: -2.309 0.022 2.626  0.037
H: -5.728 2.349 1.436  0.024
H: -2.297 2.082 -1.134  0.036



Number 1: E_tot -159067.702 eV. Number 2: E_tot -9371.612 eV. Number 3: E_tot -103464.013 eV.